Entry from the OMol25 dataset: H16O8 as an isolated structure (ωB97M-V/def2-TZVPD).

Atoms and positions in Å:
O 25.051 -25.476 -2.841
H 24.378 -22.211 -2.326
H 25.983 -25.595 -3.025
H 25.585 -24.074 -5.022
H 25.127 -22.744 -5.581
O 24.116 -21.312 -2.125
H 25.510 -24.600 0.021
H 27.478 -22.173 -3.192
H 24.027 -23.658 -4.950
O 25.436 -25.363 -0.552
H 24.608 -26.056 -3.461
H 23.326 -24.676 -0.965
O 25.208 -23.233 -4.763
O 23.111 -23.885 -4.792
H 25.250 -24.996 -1.417
O 23.162 -25.250 -1.713
H 22.701 -23.061 -4.530
H 24.648 -21.072 -1.366
O 24.969 -22.968 -2.761
H 24.843 -23.889 -2.535
H 25.022 -22.961 -3.717
H 23.912 -25.112 -2.291
O 27.227 -22.823 -2.536
H 26.305 -23.006 -2.720

Properties
multiplicity: 1
DFT total energy: -16630.604 eV
energy relative to the best compared isomer or geometry (same formula, charge and spin): 11.4067 eV
gap between HOMO and LUMO: 8.3 eV
highest occupied orbital energy: -9.3298 eV
E_LUMO: -1.066 eV

Entry from the OMol25 dataset: C41H46As2CrF6N2O7PS2Te as an isolated structure (ωB97M-V/def2-TZVPD).

Atoms and positions in Å:
C -1.076 -4.634 -2.258
O -1.941 0.845 0.181
S 1.304 -4.814 0.302
H -4.116 3.877 0.657
C -2.223 -0.135 4.748
C 3.483 0.351 -0.416
Cr -0.334 -0.389 -0.737
H -3.966 0.823 -3.338
H 0.642 1.444 3.873
C 2.872 -4.582 -0.692
C -0.608 1.984 5.513
C -3.883 3.595 -1.454
C 1.676 1.721 1.601
H 3.057 4.011 -3.364
C 0.505 0.984 -3.346
C -1.270 -3.616 3.462
C 0.296 2.288 -2.615
H -2.375 0.495 -4.072
O 0.774 -6.076 -0.128
H 0.622 1.949 -5.250
H -4.053 -1.668 -2.704
N 0.464 -3.550 -0.195
F 2.666 -4.044 -1.890
H -2.908 4.940 -0.083
H -4.187 -5.330 3.388
H 2.790 2.272 -3.565
H -4.634 5.257 -0.317
C -3.509 -1.285 -3.565
C 0.622 -1.397 -3.380
C 0.626 0.997 -4.735
F -1.541 -5.863 -2.087
H 1.336 -2.421 3.332
H -0.336 4.809 -2.522
F 0.145 -4.716 -2.783
N 1.088 3.400 -3.112
C 0.456 3.670 2.310
H 3.550 1.379 2.616
H -3.644 4.163 -2.357
H 2.809 2.979 -1.937
O -2.435 0.260 -2.071
H 0.028 2.813 5.794
F 3.465 -5.761 -0.876
H 3.869 2.402 0.123
C 0.729 4.607 -2.400
C -2.571 0.651 5.837
P -3.030 1.098 -0.835
H -3.480 0.431 6.381
H 0.855 -2.330 -5.300
H 3.354 3.378 4.039
C -3.882 4.472 -0.224
H -4.854 3.104 -1.591
C 1.286 -1.404 2.947
C -3.103 0.149 -3.332
C -2.179 -4.642 3.676
H -2.041 2.320 7.076
H 0.933 4.531 -1.316
F 3.740 -3.799 -0.041
H 3.352 -1.649 -1.199
Te -5.259 0.595 -0.293
H -4.161 -1.336 -4.438
H 1.290 5.457 -2.789
H 0.484 2.129 -1.527
H -1.863 -5.536 4.195
H 0.636 -2.358 -2.867
C 1.462 3.974 3.215
C 0.559 2.543 1.503
H 1.564 -0.721 3.757
H 6.845 0.537 -2.312
C 2.574 3.149 3.324
H 2.251 -2.173 1.177
H 3.276 -1.076 2.098
S -1.055 -3.728 -0.612
C -2.968 -2.374 2.289
C 0.490 -0.219 -2.635
H 5.498 -1.541 -2.373
C 5.903 0.485 -1.783
As -0.566 -0.916 2.454
C 0.749 -0.186 -5.447
C -1.765 1.710 6.227
H 1.376 4.848 3.846
C -1.060 0.128 4.031
C 4.226 1.526 -0.406
H -4.887 -3.306 2.144
C 2.246 -1.262 1.769
As 1.774 0.151 0.474
H -0.259 2.283 0.836
H -3.277 -1.504 1.716
C -0.263 1.202 4.421
C 5.436 1.588 -1.087
H -0.256 -3.723 3.819
C 2.505 3.150 -2.987
C 3.943 -0.747 -1.140
O -1.846 -4.561 0.233
H 6.009 2.507 -1.078
C -3.878 -3.392 2.528
H -2.869 -0.958 4.464
C 2.680 2.023 2.522
H -0.755 2.577 -2.692
F -1.863 -4.000 -3.121
C -1.666 -2.478 2.773
O -1.540 -2.396 -0.922
H -2.635 -1.908 -3.744
H -0.423 4.295 2.239
C 0.753 -1.396 -4.764
O -2.866 2.612 -1.348
H 0.836 -0.164 -6.526
C -3.484 -4.525 3.221
C 5.152 -0.682 -1.814
O 1.735 -4.643 1.659

Properties
multiplicity: 5
DFT total energy: -265236.569 eV
charge: -1
energy relative to the best compared isomer or geometry (same formula, charge and spin): 0.0000 eV
gap between HOMO and LUMO (spin up / spin down): 7.3 / 7.3 eV
highest occupied orbital energy (spin up / spin down): -4.9880 / -5.0316 eV
E_LUMO (spin up / spin down): 2.277 / 2.277 eV

Entry from the OMol25 dataset: C7H21BaN2O13P2 as an isolated structure (ωB97M-V/def2-TZVPD).

Atoms and positions in Å:
O -2.213 9.251 -20.433
H -4.985 8.859 -22.003
C -6.167 4.818 -24.273
H -4.491 14.180 -15.118
C -3.479 7.118 -18.571
H 0.393 6.092 -19.996
O -5.947 7.059 -22.188
H -5.605 3.889 -24.200
H 1.527 7.217 -20.844
H -5.556 13.709 -16.589
O -1.533 6.950 -21.429
H -6.198 14.595 -15.177
C -5.319 14.394 -15.784
H -9.548 7.556 -20.590
O -8.127 6.197 -21.311
H -2.668 5.263 -21.130
H -10.007 5.836 -20.627
O -3.704 15.936 -16.463
H -2.574 5.870 -22.776
O -2.098 7.108 -18.972
O -4.990 10.058 -19.169
O -0.020 8.154 -19.853
C -5.895 8.367 -21.640
H -5.447 5.632 -24.410
C -2.726 6.163 -21.744
P -1.548 7.948 -20.195
N -5.338 10.694 -18.126
H -3.941 8.081 -18.791
Ba -3.245 12.030 -20.177
O -5.734 16.362 -16.980
O -6.919 4.988 -23.079
H -9.975 6.773 -22.116
C -9.483 6.629 -21.155
O -4.846 11.867 -18.010
H -4.049 6.300 -19.007
H -3.643 6.708 -21.545
H -6.768 4.785 -25.182
O -8.018 7.263 -23.677
N -4.900 15.672 -16.437
H -3.492 7.005 -17.487
H -5.833 8.301 -20.557
H 1.473 7.036 -19.029
H -6.704 9.014 -21.987
C 0.919 7.043 -19.965
O -5.978 10.191 -17.238
P -7.342 6.456 -22.659

Properties
multiplicity: 1
DFT total energy: -56462.784 eV
charge: +1
energy relative to the best compared isomer or geometry (same formula, charge and spin): 0.0000 eV
gap between HOMO and LUMO: 8.1 eV
highest occupied orbital energy: -12.7395 eV
E_LUMO: -4.591 eV

Entry from the OMol25 dataset: an isolated molecule of C4H6N2O (ωB97M-V/def2-TZVPD).

Atoms and positions in Å:
H -2.869 -0.012 -0.393
C -0.862 0.154 -0.253
H 2.751 0.995 1.034
N 0.892 -1.200 -0.061
N -2.142 0.682 -0.516
C 0.290 0.937 0.087
H -1.025 -2.051 -0.579
C 1.335 0.052 0.195
H 0.335 2.013 0.196
H 1.480 -2.016 -0.058
O 2.654 0.206 0.488
C -0.470 -1.156 -0.341
H -2.350 1.476 0.076

Properties
SMILES string: Nc1c[nH]c(O)c1
multiplicity: 1
DFT total energy: -9272.557 eV
energy relative to the best compared isomer or geometry (same formula, charge and spin): 0.9453 eV
gap between HOMO and LUMO: 8.1 eV
highest occupied orbital energy: -7.2874 eV
E_LUMO: 0.841 eV

Entry from the OMol25 dataset: a 3-piece molecular cluster, C5H14NO2 overall (ωB97M-V/def2-TZVPD).

Atoms and positions in Å:
O 2.095 1.864 0.936
H 2.272 1.005 0.568
H -1.729 -1.924 -2.402
H -0.123 0.007 -3.598
H -1.330 1.383 -0.370
H 3.499 -1.474 0.295
H -2.547 0.884 1.778
C -0.640 0.269 2.366
C -1.500 -0.737 -0.616
H 3.164 -0.796 1.546
H 0.371 -0.028 2.176
C -1.391 0.422 0.063
N -1.530 0.634 1.530
C -0.158 -0.795 -2.848
C -1.480 -0.830 -2.102
H -0.020 -1.466 -3.614
H -1.083 0.263 3.407
H 0.776 -0.972 -2.334
O 2.822 -0.877 0.656
H -1.698 -1.606 -0.030
H 2.525 2.607 0.539
H -2.235 -0.329 -2.684

Properties
multiplicity: 1
DFT total energy: -10987.881 eV
charge: +1
energy relative to the best compared isomer or geometry (same formula, charge and spin): 3.9232 eV
gap between HOMO and LUMO: 9.2 eV
highest occupied orbital energy: -13.9250 eV
E_LUMO: -4.742 eV

Entry from the OMol25 dataset: an isolated ion of composition C5H7N2 and charge +1 (ωB97M-V/def2-TZVPD).

Atoms and positions in Å:
H 0.700 -2.110 -0.808
C -0.757 -0.716 -0.371
H -1.542 -1.294 -0.762
C -1.173 0.187 0.779
H 0.867 2.414 -0.531
C -0.677 1.078 -0.295
C 0.706 1.388 -0.299
H -0.500 -0.030 1.598
H -1.429 1.710 -0.870
N 0.465 -1.285 -0.288
H 2.328 -1.396 0.475
H -2.203 0.052 0.867
N 1.680 0.663 0.215
C 1.536 -0.660 0.289

Properties
SMILES string: C1=NC=[NH+][C@H]2C[C@@H]12
multiplicity: 1
DFT total energy: -8269.670 eV
charge: +1
energy relative to the best compared isomer or geometry (same formula, charge and spin): 3.1074 eV
gap between HOMO and LUMO: 9.6 eV
highest occupied orbital energy: -14.8423 eV
E_LUMO: -5.266 eV

Entry from the OMol25 dataset: a 2-piece molecular cluster, C4H10I2OSi overall (ωB97M-V/def2-TZVPD).

Atoms and positions in Å:
H -3.598 1.521 0.119
I -3.170 -1.680 0.464
C 1.873 0.856 -0.488
C 0.246 -0.666 -1.498
H -0.883 -0.872 -1.601
H 0.776 -1.589 -1.579
C 0.620 -0.681 1.021
H 1.430 -1.451 1.037
H 0.624 -0.082 1.873
H -0.368 -1.272 1.126
H 0.589 -0.024 -2.361
H 1.864 1.777 -1.265
C 0.572 0.148 -0.278
Si -2.657 0.638 0.888
I -2.309 1.069 3.298
H 2.365 1.333 0.321
H 2.514 -0.096 -0.804
O -0.489 1.069 -0.274

Properties
multiplicity: 1
DFT total energy: -30435.562 eV
energy relative to the best compared isomer or geometry (same formula, charge and spin): 3.4232 eV
gap between HOMO and LUMO: 7.7 eV
highest occupied orbital energy: -8.8893 eV
E_LUMO: -1.219 eV

Entry from the OMol25 dataset: C25H33BN9NaO3PSSe2 as an isolated structure (ωB97M-V/def2-TZVPD).

Atoms and positions in Å:
H 3.362 -0.122 -1.000
N 2.087 2.322 3.964
H 2.868 -3.216 -2.422
H -0.577 3.034 4.108
H 2.386 -0.738 4.034
O -4.921 -0.487 0.819
N 0.310 2.604 2.227
C 0.909 0.727 -2.919
C 2.715 2.869 6.009
S -3.546 -0.413 0.264
O 2.204 -4.334 -4.748
C -0.607 3.179 3.039
C 3.082 3.854 5.064
C 0.294 -3.077 -3.039
C 1.473 -5.159 -3.824
H -1.421 4.052 0.009
H 2.253 -4.794 -5.587
H 1.615 0.977 5.541
H 3.602 4.791 5.228
H -2.519 2.357 -6.216
C 0.471 -1.820 3.632
N 0.065 2.912 0.933
H 1.498 0.996 -3.801
H 0.133 5.037 -3.026
C -0.662 -1.275 2.991
N 0.776 0.309 3.119
C 3.849 1.340 1.868
C 1.039 -4.348 -2.603
N 2.699 3.524 3.837
C -0.422 4.431 -3.734
N -0.468 -0.001 2.678
C 2.252 -3.870 -1.809
O 0.740 -6.608 -1.567
H 0.039 -4.858 -0.776
H 2.215 3.392 -2.799
H -0.069 -3.145 -4.068
H 1.448 4.158 -1.368
C -1.480 3.896 2.256
C 3.344 0.397 -0.053
H 4.290 1.752 2.764
H 5.482 0.541 0.612
H -2.334 4.468 2.579
C 0.158 -5.289 -1.762
H 0.574 -5.567 -4.311
H 2.364 2.680 -1.159
P 0.191 2.195 -2.065
B 1.423 1.662 2.720
Se -1.191 -2.592 -1.874
H -0.834 -5.371 -2.214
H -1.478 1.264 -4.275
N -2.897 0.885 0.040
H 2.890 2.861 7.076
C -1.017 5.052 -4.831
H 0.790 -7.044 -2.418
N 2.191 0.769 0.478
C 4.432 0.738 0.775
H 0.981 -2.236 -2.989
H 2.109 -5.989 -3.508
H 1.537 0.205 -2.192
C -1.014 3.687 0.943
C -1.919 2.945 -5.531
C 2.078 1.910 5.253
H 0.114 0.034 -3.194
H -0.901 6.120 -4.971
H -2.209 4.789 -6.604
H 0.622 -2.829 3.983
H -1.597 -1.751 2.733
C 1.367 -0.775 3.675
Se 1.647 -2.859 -0.236
C -1.324 2.328 -4.437
H 2.859 -4.721 -1.491
C -1.757 4.309 -5.743
C 1.708 3.211 -1.848
C -0.536 3.052 -3.533
N 2.512 1.359 1.665
Na -0.766 0.699 0.241

Properties
multiplicity: 2
DFT total energy: -201926.580 eV
charge: -2
energy relative to the best compared isomer or geometry (same formula, charge and spin): 2.6976 eV
gap between HOMO and LUMO (spin up / spin down): 5.5 / 5.7 eV
highest occupied orbital energy (spin up / spin down): -1.5492 / -1.7974 eV
E_LUMO (spin up / spin down): 3.930 / 3.921 eV

Entry from the OMol25 dataset: a 8-piece molecular cluster, C20H58N2O8 overall (ωB97M-V/def2-TZVPD).

Atoms and positions in Å:
H -4.626 -0.808 -0.319
O 1.578 -1.394 2.291
C 0.437 1.290 4.603
H 4.775 -2.118 2.561
H -5.877 0.833 1.719
H 1.821 -0.491 -2.044
O -1.467 -4.673 -1.199
C -5.190 -0.769 0.613
C 1.386 -1.012 -2.897
H 0.560 3.718 -1.618
H 0.092 -5.106 0.640
O 2.097 -0.425 5.195
C 2.127 2.534 -2.736
H 0.653 1.571 2.640
H 0.886 0.471 6.560
H 1.262 -0.328 -3.737
H 1.116 2.512 -3.142
C -0.919 -4.824 0.935
O 2.043 -2.604 -4.675
H -2.645 -3.712 0.245
H 2.163 1.787 -1.944
N 1.378 3.948 -1.072
C -3.075 -1.767 -3.397
C 2.462 5.136 -2.942
H -0.166 -0.613 3.773
H -2.478 -1.945 -2.503
H -4.695 -0.289 -5.030
H 3.729 5.234 -5.935
H -4.437 -0.679 1.395
C 2.493 3.872 -2.058
H -5.888 -1.607 0.604
H -1.458 -5.718 1.250
C 1.423 0.775 5.661
C -4.063 -0.646 -3.197
H -1.134 -2.997 -0.189
H 1.502 5.454 -3.349
H 1.843 0.774 3.356
H -2.413 0.819 -0.882
O 0.544 0.420 0.811
H -0.666 -4.332 1.874
N 1.249 1.586 3.455
H -4.617 -0.721 -2.261
C 3.832 -1.645 2.836
C -1.498 1.176 -0.409
H -7.277 0.113 -0.519
H 4.031 -0.574 2.877
C 2.248 -2.208 -3.286
H -0.365 -0.742 -0.490
C -0.665 0.268 4.175
H 2.337 6.040 -5.428
H -2.412 -1.504 -4.222
H 2.032 -3.056 -2.636
C 2.773 -1.177 6.165
H 2.627 -2.234 5.942
O -7.126 0.646 0.264
O 3.461 4.894 -3.932
H 2.784 2.166 -3.524
C 3.332 5.771 -5.074
H 3.004 -1.870 0.762
H 4.006 6.615 -4.930
H -1.210 -0.185 5.003
H -3.623 0.349 -3.252
H 1.368 3.284 -0.311
C -5.810 0.618 0.653
C -0.702 -0.021 0.255
H 1.869 -1.106 3.159
H 2.550 -2.047 -5.271
H -1.231 -0.596 1.014
C -1.627 -3.961 -0.056
H -0.040 2.204 4.959
H 3.269 -1.829 -3.348
H -1.873 1.873 0.340
H 3.464 3.823 -1.563
H -3.678 -2.640 -3.647
H 0.382 -1.325 -2.611
H 2.740 5.985 -2.317
H -2.096 -5.395 -1.278
H 0.919 -0.361 1.223
H 2.322 -1.054 7.149
H 3.417 -1.992 3.782
H 2.033 1.545 6.133
H 3.861 -1.127 6.193
O -5.083 -0.644 -4.227
H 2.537 -3.049 1.937
H -1.404 0.703 3.502
H -5.111 1.368 0.282
H -0.900 1.729 -1.133
C 2.726 -1.983 1.810

Properties
SMILES string: COC[C@H](C)N.COC[C@H](C)N.CCO.CCO.CCO.CCO.CCO.CCO
multiplicity: 1
DFT total energy: -41035.270 eV
energy relative to the best compared isomer or geometry (same formula, charge and spin): 3.2785 eV
gap between HOMO and LUMO: 9.3 eV
highest occupied orbital energy: -8.7728 eV
E_LUMO: 0.574 eV

Entry from the OMol25 dataset: an isolated molecule of C3H5BO2 (ωB97M-V/def2-TZVPD).

Atoms and positions in Å:
C 0.972 -1.700 -0.062
O -0.701 1.881 0.022
B 0.576 -0.251 0.182
C -0.886 0.520 0.340
H -0.836 2.523 0.778
O 1.599 0.642 0.130
H 1.357 1.523 0.286
H -1.723 0.104 -0.269
H 1.811 -3.790 -0.282
H -1.444 0.438 1.312
C 1.390 -2.831 -0.124

Properties
SMILES string: C#CB(O)CO
multiplicity: 1
DFT total energy: -7962.427 eV
energy relative to the best compared isomer or geometry (same formula, charge and spin): 2.3132 eV
gap between HOMO and LUMO: 10.6 eV
highest occupied orbital energy: -10.1516 eV
E_LUMO: 0.450 eV